Record 1
Density functional theory data (ωB97M-V/def2-TZVPD) for a cluster of 5 separate species, C21H60N7O7P in total in a non-equilibrium geometry.

Atoms and positions in Å:
C (-1.27566, 3.59284, 0.02220)
C (-0.82951, 2.40704, 0.94948)
N (-1.05143, 1.09562, 0.29984)
C (-1.19594, 0.05148, 1.32825)
O (-0.47345, -1.11794, 1.06595)
C (0.92590, -0.90455, 1.23710)
C (-2.71063, -0.20124, 1.58493)
N (-3.55151, 0.94998, 1.16220)
P (-3.36475, -1.78999, 0.82779)
N (-3.32729, -2.90225, 1.96594)
O (-2.51651, -2.28985, -0.51152)
O (-4.93276, -1.50847, 0.26867)
H (-2.10453, 4.14733, 0.48916)
H (-1.65757, 3.16016, -0.91503)
H (-0.47144, 4.32346, -0.13825)
H (-1.45255, 2.49623, 1.85540)
H (0.21845, 2.51527, 1.29238)
H (-0.24245, 0.92292, -0.28475)
H (-0.78674, 0.47843, 2.27334)
H (1.45826, -1.14758, 0.29908)
H (1.17224, 0.14253, 1.48003)
H (1.31081, -1.58283, 2.01381)
H (-2.86498, -0.30503, 2.67071)
H (-4.46036, 0.77605, 1.57109)
H (-3.63161, 0.92901, 0.15308)
H (-2.76666, -3.69309, 1.66621)
H (-2.97425, -3.01574, -0.93882)
H (-5.41760, -1.19118, 1.04011)
C (-1.44897, 6.17603, 2.23452)
O (-1.03346, 6.60853, 0.94974)
C (-1.75556, 7.71813, 0.44161)
C (-1.26999, 9.08484, 0.95580)
C (-1.71663, 9.39393, 2.38125)
N (0.18943, 9.20897, 0.87893)
H (-2.52637, 6.29497, 2.38025)
H (-0.90008, 6.71496, 3.00973)
H (-1.20239, 5.11813, 2.33030)
H (-1.60176, 7.69252, -0.64070)
H (-2.83190, 7.58557, 0.60775)
H (-1.70969, 9.84821, 0.30680)
H (-1.14243, 8.84256, 3.12588)
H (-1.58154, 10.45474, 2.59640)
H (-2.77421, 9.15845, 2.52150)
H (0.47761, 9.09987, -0.08969)
H (0.58735, 8.39589, 1.34227)
C (2.05122, -4.32606, -0.97075)
O (2.80804, -3.12837, -1.02409)
C (4.21388, -3.31185, -0.98502)
C (4.84986, -3.65570, -2.34306)
C (4.63168, -5.10374, -2.76938)
N (4.36671, -2.76735, -3.40719)
H (2.52714, -5.08198, -0.34024)
H (1.88580, -4.72241, -1.97469)
H (1.07543, -4.08466, -0.54685)
H (4.62275, -2.35185, -0.65652)
H (4.48597, -4.04605, -0.21693)
H (5.93049, -3.50967, -2.24226)
H (3.61855, -5.28346, -3.12929)
H (5.30994, -5.36264, -3.58363)
H (4.82830, -5.79024, -1.94280)
H (4.60026, -1.80844, -3.16213)
H (3.35037, -2.78248, -3.37517)
C (10.61704, -3.02862, -1.72519)
O (9.21722, -2.92840, -1.91904)
C (8.75074, -1.62400, -2.22130)
C (8.88480, -1.23045, -3.70383)
C (10.30837, -0.86203, -4.10961)
N (8.39738, -2.29050, -4.59240)
H (11.02826, -2.13404, -1.24956)
H (11.12521, -3.21813, -2.67298)
H (10.80314, -3.88337, -1.07402)
H (7.68576, -1.63103, -1.97062)
H (9.22158, -0.88275, -1.56339)
H (8.26462, -0.34254, -3.86106)
H (10.94885, -1.73705, -4.22026)
H (10.30410, -0.34685, -5.07100)
H (10.76593, -0.19351, -3.37634)
H (7.41655, -2.46643, -4.38374)
H (8.86203, -3.15172, -4.31547)
C (-11.10516, -3.04351, 2.70995)
O (-9.96116, -3.87754, 2.67313)
C (-9.13890, -3.70852, 1.53014)
C (-8.15335, -2.53087, 1.62260)
C (-8.81036, -1.17058, 1.40515)
N (-7.43748, -2.51005, 2.90265)
H (-11.51695, -2.87100, 1.71169)
H (-10.87313, -2.09071, 3.19105)
H (-11.86258, -3.54289, 3.31507)
H (-8.55478, -4.62924, 1.45429)
H (-9.75002, -3.65004, 0.62081)
H (-7.41513, -2.66438, 0.82578)
H (-9.38068, -0.84007, 2.27337)
H (-8.05070, -0.40963, 1.21495)
H (-9.48075, -1.19121, 0.54303)
H (-6.91683, -3.37761, 3.00421)
H (-8.13492, -2.55865, 3.64117)

Properties
Calculated total energy (eV): -56799.529
Orbital gap (eV): 8.81
Structure (SMILES): CCN[C@H](OC)[C@@H](N)P(=N)(O)O.COC[C@@H](C)N.COC[C@@H](C)N.COC[C@@H](C)N.COC[C@@H](C)N

In elementary charge units, the Mulliken charges are: -1.21 -0.28 -0.28 -0.43 -0.37 -0.64 -0.24 -0.54 0.90 -0.87 -0.50 -0.49 0.15 0.50 0.28 0.30 0.42 0.34 0.40 0.26 0.32 0.25 0.35 0.31 0.28 0.21 0.30 0.24 -0.63 -0.31 -0.73 0.37 -1.39 -0.76 0.34 0.23 0.14 0.33 0.42 0.42 0.27 0.35 0.34 0.27 0.33 -0.69 -0.25 -0.81 0.91 -1.64 -0.70 0.33 0.25 0.20 0.27 0.47 0.01 0.33 0.37 0.35 0.28 0.32 -0.70 -0.34 -0.58 0.37 -1.46 -0.72 0.32 0.23 0.24 0.22 0.46 0.38 0.29 0.37 0.35 0.25 0.35 -0.64 -0.39 -0.92 0.57 -1.36 -0.67 0.30 0.22 0.26 0.37 0.43 0.35 0.30 0.27 0.36 0.30 0.29

***

Record 2
Density functional theory data (ωB97M-V/def2-TZVPD) for the ion C6H13O with charge -1 in a non-equilibrium geometry.

Atoms and positions in Å:
C (-1.87598, 1.70396, -1.00651)
C (-1.43108, 0.29324, -0.60565)
C (-0.02075, 0.21401, -0.02642)
C (1.07810, -0.02884, -1.05872)
C (0.05465, -0.87432, 1.05849)
C (1.53367, -1.19804, 1.62789)
O (1.52158, -2.04205, 2.64059)
H (-1.24732, 2.10852, -1.79757)
H (-1.63752, 2.29174, -0.10564)
H (-2.91454, 1.78201, -1.29922)
H (-2.09248, -0.26695, 0.06033)
H (-1.41117, -0.34900, -1.50094)
H (0.28429, 1.06874, 0.59868)
H (1.43156, -1.06522, -1.10692)
H (0.98404, 0.32864, -2.09204)
H (1.99485, 0.50191, -0.78177)
H (-0.28522, -1.85650, 0.69172)
H (-0.34681, -0.78587, 2.07194)
H (2.19426, -0.26695, 1.86855)
H (2.18587, -1.55903, 0.76318)

Properties
ΔE to the lowest compared entry with this formula, charge and spin (kcal/mol): 22.5
Net charge: -1
Calculated total energy (eV): -8478.966
Orbital gap (eV): 5.60
Structure (SMILES): CC[C@H](C)CC[O-]

In elementary charge units, the Mulliken charges are: -1.15 -0.70 1.05 -1.62 -1.20 -0.33 -0.86 0.26 0.32 0.36 0.42 0.32 0.25 0.35 0.38 0.38 0.28 0.30 0.12 0.09

***

Record 3
Density functional theory data (ωB97M-V/def2-TZVPD) for a cluster of 2 separate species, C32H43BFO10 in total in a non-equilibrium geometry.

Atoms and positions in Å:
C (8.76682, -3.54676, 2.84549)
O (8.32608, -2.13982, 2.61382)
C (9.11423, -1.65540, 1.43826)
C (8.31516, -2.01419, 0.03385)
C (6.91014, -1.13268, -0.04318)
C (5.70542, -2.10019, 0.54559)
C (4.67089, -1.27335, 1.56684)
C (3.12909, -1.42960, 0.97191)
C (1.97161, -0.98755, 2.06740)
C (2.33093, 0.39246, 2.89606)
C (2.80422, 1.64685, 1.95253)
C (1.57683, 2.59337, 1.40777)
C (0.42229, 1.77505, 0.57974)
C (-1.05470, 1.47523, 1.29382)
C (-2.24252, 0.63057, 0.54328)
C (-1.95085, 0.07439, -0.97115)
C (-0.49485, 0.35720, -1.70672)
F (-0.22974, -0.19046, -3.07673)
C (0.71277, 1.20671, -0.93379)
C (2.12578, 1.36943, -1.76818)
O (2.06046, 2.31296, -2.89652)
C (0.97355, 3.29256, -2.72822)
C (1.18969, 4.61580, -1.76140)
O (-0.19179, 3.18132, -3.37067)
C (-3.18272, -0.80423, -1.68251)
O (-2.79895, -1.68212, -2.61270)
C (-4.72749, -0.51224, -1.19613)
C (-5.97733, -0.78177, -2.27171)
C (-5.76386, -1.32064, -3.81626)
C (-5.67676, -2.98352, -3.92155)
O (-6.91295, -3.58876, -3.37509)
C (-6.60578, -4.40764, -2.18015)
O (-7.59953, -4.67683, -1.32192)
C (-7.55750, -0.50205, -1.82083)
C (-7.79829, 0.08016, -0.30636)
C (-6.57798, 0.38910, 0.74410)
B (-6.96453, 1.01885, 2.21327)
O (-7.89049, 2.20598, 2.22363)
O (-6.53323, 0.51353, 3.53187)
C (-6.51106, 1.60113, 4.54918)
C (-5.01917, 0.08136, 0.34003)
C (-3.70074, 0.29544, 1.29070)
O (-3.65050, 0.19058, 2.62256)
H (7.94939, -4.11704, 3.47815)
H (9.78983, -3.50036, 3.45465)
H (8.91121, -4.15548, 1.84700)
H (10.18052, -2.16167, 1.38877)
H (9.22239, -0.47861, 1.60116)
H (8.99360, -1.81386, -0.92426)
H (8.00952, -3.16553, -0.03183)
H (7.02561, -0.13876, 0.57796)
H (6.73646, -0.79791, -1.16416)
H (6.10385, -3.00811, 1.18899)
H (5.04318, -2.45695, -0.36602)
H (5.00535, -0.13662, 1.47965)
H (4.78800, -1.62606, 2.67659)
H (2.95688, -2.55209, 0.62454)
H (3.01509, -0.67237, 0.06030)
H (1.95848, -1.85666, 2.88523)
H (0.88742, -0.94986, 1.62396)
H (1.43752, 0.64745, 3.62352)
H (3.25968, 0.12523, 3.58935)
H (3.49809, 2.33197, 2.61944)
H (3.44756, 1.34183, 1.01639)
H (1.10064, 3.11585, 2.34405)
H (2.02915, 3.42710, 0.72194)
H (-1.18695, 1.91240, 2.39374)
H (3.04521, 1.65952, -1.10264)
H (2.35056, 0.29762, -2.23482)
H (1.32387, 5.53890, -2.49906)
H (0.23748, 4.85062, -1.10527)
H (2.18298, 4.56578, -1.13260)
H (-6.67486, -1.02445, -4.52877)
H (-4.81297, -0.81241, -4.32422)
H (-5.56402, -3.35054, -5.04392)
H (-4.76999, -3.29102, -3.23734)
H (-5.54970, -4.85370, -1.93198)
H (-8.48298, -0.68471, -2.52337)
H (-8.89195, 0.29327, 0.05129)
H (-7.42393, 3.01557, 1.86166)
H (-7.57707, 1.74838, 5.03061)
H (-6.12878, 2.63804, 4.10037)
H (-5.75115, 1.36171, 5.43776)
O (-2.73581, 4.00259, -4.54850)
H (-3.29475, 3.99059, -3.73017)
H (-3.24101, 3.67834, -5.33696)
H (-1.89621, 3.49172, -4.42113)

Properties
Net charge: +1
Calculated total energy (eV): -57716.194
Orbital gap (eV): 6.48

In elementary charge units, the Mulliken charges are: -0.63 -0.33 -0.52 -0.49 -0.53 -0.48 -0.21 -0.34 -0.55 -0.59 -0.14 -0.67 0.74 -1.05 0.54 0.28 -0.08 -0.37 0.67 -0.52 -0.33 0.57 -0.87 -0.66 0.10 -0.54 0.30 0.17 -0.78 -0.28 -0.29 0.28 -0.48 -0.59 -0.54 0.15 0.48 -0.49 -0.33 -0.52 0.23 0.25 -0.51 0.23 0.27 0.27 0.30 0.31 0.33 0.24 0.30 0.29 0.16 0.31 0.00 0.29 0.49 -0.16 0.38 0.12 0.29 0.32 0.33 -0.19 0.43 -0.06 0.23 0.07 0.34 0.37 0.26 0.27 0.39 0.26 0.29 0.22 0.30 0.30 0.30 0.31 0.26 0.21 0.24 -0.35 0.44 0.48 0.54

***

Which value of orbital gap does entry 2 give? 5.60 eV